Arrangement one

DFT (wB97M-V/def2-TZVPD) results for 11 unconnected molecules or ions with the total composition C22H66O17.

Cartesian coordinates (Å):
C1 4.451 -3.427 2.768
C2 3.186 -3.412 1.967
O1 2.289 -4.484 2.260
O2 4.133 -3.560 4.159
H1 5.016 -2.517 2.570
H2 5.070 -4.283 2.499
H3 3.475 -3.506 0.921
H4 2.674 -2.467 2.147
H5 1.491 -4.479 1.726
H6 3.378 -4.152 4.133
C3 2.906 -1.841 -3.964
C4 2.931 -1.427 -2.483
O3 3.356 -2.572 -1.635
O4 4.164 -2.220 -4.510
H7 2.396 -1.077 -4.552
H8 2.188 -2.660 -3.989
H9 1.999 -0.923 -2.228
H10 3.714 -0.685 -2.324
H11 4.304 -2.529 -1.496
H12 4.792 -1.525 -4.298
C5 -0.587 -5.569 -0.020
C6 -0.979 -4.030 0.167
O5 0.112 -3.459 0.867
O6 -0.243 -6.232 1.189
H13 0.138 -5.764 -0.810
H14 -1.452 -6.118 -0.394
H15 -1.902 -3.888 0.729
H16 -1.106 -3.719 -0.870
H17 -0.031 -2.516 0.751
H18 0.022 -7.117 0.929
C7 -0.441 4.966 0.474
C8 -0.488 6.046 -0.573
O7 -0.292 7.288 0.037
O8 -0.474 3.683 -0.144
H19 -1.346 5.106 1.066
H20 0.299 5.137 1.257
H21 -1.343 6.028 -1.249
H22 0.340 5.849 -1.254
H23 0.667 7.324 0.046
H24 -1.330 3.256 -0.065
C9 -5.357 0.026 -1.338
C10 -4.755 -1.086 -0.410
O9 -4.611 -2.325 -1.015
O10 -6.604 -0.293 -1.921
H25 -4.640 0.237 -2.132
H26 -5.439 0.973 -0.806
H27 -5.442 -1.186 0.430
H28 -3.798 -0.790 0.021
H29 -4.480 -3.050 -0.400
H30 -6.644 -1.246 -2.037
C11 3.685 2.460 3.665
C12 2.302 1.773 3.822
O11 1.858 1.697 5.198
O12 4.728 1.470 3.919
H31 3.741 3.249 4.415
H32 3.919 2.901 2.696
H33 2.375 0.758 3.431
H34 1.575 2.321 3.222
H35 2.552 1.238 5.677
H36 4.415 1.084 4.740
C13 0.359 -1.425 4.114
C14 -1.160 -1.559 3.878
O13 -1.762 -2.680 4.453
H37 0.879 -0.923 3.298
H38 0.845 -2.364 4.376
H39 0.589 -0.789 4.969
H40 -1.378 -1.602 2.811
H41 -1.673 -0.663 4.228
H42 -1.229 -3.423 4.160
C15 -3.860 3.197 -2.870
C16 -3.829 3.478 -1.393
O14 -3.103 2.515 -0.722
H43 -2.854 3.304 -3.277
H44 -4.551 3.871 -3.375
H45 -4.264 2.202 -3.059
H46 -4.772 3.413 -0.850
H47 -3.434 4.464 -1.149
H48 -3.751 2.110 -0.142
C17 -0.994 -1.446 -3.361
C18 -1.941 -0.261 -3.229
O15 -1.730 0.282 -1.987
H49 -1.201 -2.242 -2.646
H50 0.056 -1.225 -3.172
H51 -0.922 -1.889 -4.354
H52 -2.952 -0.668 -3.225
H53 -1.821 0.493 -4.007
H54 -2.303 1.049 -1.916
C19 1.518 2.219 -2.878
C20 1.741 3.726 -2.764
O16 1.908 4.068 -1.432
H55 1.084 1.896 -3.824
H56 0.768 1.830 -2.189
H57 2.477 1.713 -2.759
H58 0.783 4.156 -3.059
H59 2.554 4.166 -3.342
H60 1.097 3.941 -0.936
C21 1.124 0.442 0.460
C22 -0.314 0.320 0.898
O17 -0.841 -0.795 0.232
H61 1.706 -0.339 0.949
H62 1.505 1.419 0.757
H63 1.251 0.281 -0.610
H64 -0.835 1.224 0.583
H65 -0.401 0.303 1.985
H66 -1.224 -0.524 -0.606

Results
SMILES: OCCO.OCCO.OCCO.OCCO.OCCO.OCCO.CCO.CCO.CCO.CCO.CCO
HOMO level: -9.523 eV
frontier orbital gap: 9.585 eV

=====

Arrangement two

DFT (wB97M-V/def2-TZVPD) results for 11 unconnected molecules or ions with the total composition C22H66O17.

Cartesian coordinates (Å):
C1 -4.308 3.649 3.872
C2 -3.003 4.258 4.449
O1 -2.631 3.503 5.581
H1 -4.712 4.279 3.079
H2 -5.064 3.590 4.655
H3 -4.148 2.646 3.477
H4 -3.223 5.260 4.817
H5 -2.233 4.329 3.681
H6 -2.092 2.746 5.344
C3 5.057 -2.067 -1.917
C4 5.084 -1.782 -0.402
O2 5.706 -0.503 -0.182
H7 4.326 -1.523 -2.515
H8 4.677 -3.089 -1.946
H9 6.039 -2.018 -2.387
H10 5.675 -2.530 0.126
H11 4.055 -1.748 -0.045
H12 5.079 0.158 -0.484
C5 -8.127 -2.399 -1.052
C6 -8.084 -2.175 0.441
O3 -7.421 -0.969 0.641
H13 -7.162 -2.434 -1.557
H14 -8.720 -1.609 -1.511
H15 -8.725 -3.269 -1.323
H16 -7.458 -2.941 0.899
H17 -9.060 -2.179 0.927
H18 -7.399 -0.865 1.595
C7 2.530 4.529 3.439
C8 4.024 4.569 3.661
O4 4.267 4.302 5.022
H19 2.206 3.491 3.508
H20 2.239 4.835 2.434
H21 1.902 5.048 4.163
H22 4.312 5.584 3.390
H23 4.567 3.913 2.981
H24 3.957 3.412 5.203
C9 5.633 3.825 -3.310
C10 4.223 3.214 -3.433
O5 3.914 2.742 -2.143
H25 5.969 4.160 -4.291
H26 6.268 3.034 -2.911
H27 5.666 4.598 -2.542
H28 4.255 2.474 -4.232
H29 3.596 4.065 -3.701
H30 3.193 2.109 -2.176
C11 0.265 -5.632 -3.340
C12 -0.140 -4.432 -2.525
O6 -0.913 -4.694 -1.346
O7 1.514 -6.313 -2.934
H31 0.460 -5.286 -4.356
H32 -0.483 -6.418 -3.239
H33 -0.779 -3.855 -3.193
H34 0.713 -3.839 -2.196
H35 -1.451 -3.914 -1.195
H36 1.380 -6.690 -2.061
C13 2.356 -7.347 2.281
C14 2.769 -5.908 2.095
O8 1.599 -5.105 2.133
O9 1.670 -7.778 1.112
H37 1.664 -7.404 3.121
H38 3.157 -7.976 2.669
H39 3.333 -5.836 1.165
H40 3.372 -5.611 2.954
H41 1.084 -5.237 1.334
H42 1.660 -8.737 1.165
C15 -1.048 5.564 -1.915
C16 -1.235 6.690 -2.986
O10 -2.571 6.544 -3.498
O11 -1.920 5.692 -0.797
H43 -0.003 5.544 -1.603
H44 -1.229 4.566 -2.315
H45 -0.374 6.662 -3.654
H46 -1.119 7.663 -2.508
H47 -3.130 6.804 -2.762
H48 -1.834 6.571 -0.420
C17 -1.980 0.287 0.393
C18 -0.512 0.110 0.073
O12 -0.147 0.250 -1.279
O13 -2.793 -0.796 -0.078
H49 -2.407 1.271 0.200
H50 -1.946 0.206 1.480
H51 -0.136 -0.763 0.605
H52 0.041 0.933 0.526
H53 -0.912 0.160 -1.853
H54 -3.621 -0.676 0.392
C19 -0.521 0.934 -6.952
C20 -0.215 2.336 -7.258
O14 0.656 2.506 -8.331
O15 -1.305 0.681 -5.799
H55 0.348 0.279 -6.887
H56 -1.141 0.625 -7.794
H57 0.250 2.698 -6.341
H58 -1.123 2.926 -7.379
H59 0.793 3.449 -8.448
H60 -2.026 1.315 -5.780
C21 -0.359 -3.696 7.156
C22 -0.945 -2.464 6.551
O16 -0.223 -2.114 5.350
O17 -0.500 -4.838 6.359
H61 -0.752 -3.808 8.166
H62 0.693 -3.529 7.385
H63 -0.974 -1.629 7.250
H64 -1.963 -2.753 6.290
H65 -0.017 -2.905 4.847
H66 0.124 -5.507 6.652

Results
SMILES: OCCO.OCCO.OCCO.OCCO.OCCO.OCCO.CCO.CCO.CCO.CCO.CCO
HOMO level: -9.882 eV
frontier orbital gap: 10.010 eV

=====

Relative to the most stable structure, the computed energies are arrangement one 0.0; arrangement two 103.8, all in kJ/mol.

=====

Arrangement one

DFT (wB97M-V/def2-TZVPD) results for a gas-phase ion, C4H13N2 (charge +2).

Cartesian coordinates (Å):
C1 0.996 -0.794 0.303
N1 1.283 0.515 -0.259
C2 2.539 1.178 0.079
C3 -0.584 -1.087 0.424
N2 -1.525 0.141 0.299
C4 -2.592 -0.057 -0.755
H1 1.388 -1.604 -0.331
H2 1.439 -0.843 1.288
H3 1.267 0.543 -1.283
H4 3.379 0.854 -0.525
H5 2.339 2.261 -0.241
H6 2.771 1.379 1.125
H7 -0.952 -1.860 -0.268
H8 -0.752 -1.456 1.432
H9 -0.862 0.809 -0.082
H10 -1.882 0.369 1.230
H11 -3.542 -0.376 -0.322
H12 -2.883 0.987 -1.012
H13 -2.214 -0.569 -1.626

Results
net charge: +2
spin multiplicity: 2
HOMO level (alpha / beta): -21.430 / -21.581 eV
frontier orbital gap (alpha / beta): 13.887 / 8.579 eV

=====

Arrangement two

DFT (wB97M-V/def2-TZVPD) results for a gas-phase ion, C4H13N2 (charge +2).

Cartesian coordinates (Å):
C1 -0.055 1.424 -0.891
N1 0.517 0.938 -2.125
C2 0.068 0.528 0.368
N2 1.459 -0.099 0.489
C3 -0.928 -1.594 1.482
C4 -0.928 -0.616 0.240
H1 -1.097 1.600 -1.160
H2 0.322 2.438 -0.795
H3 -0.004 0.221 -2.645
H4 1.012 1.647 -2.687
H5 -0.189 1.095 1.253
H6 2.082 0.480 1.056
H7 1.473 -1.050 0.874
H8 1.852 -0.104 -0.448
H9 -0.244 -1.195 2.237
H10 -0.842 -2.623 1.143
H11 -1.877 -1.548 2.003
H12 -0.651 -1.229 -0.613
H13 -1.969 -0.313 0.220

Results
net charge: +2
spin multiplicity: 2
HOMO level (alpha / beta): -19.845 / -19.842 eV
frontier orbital gap (alpha / beta): 12.050 / 6.309 eV

=====

Relative to the most stable structure, the computed energies are arrangement one 29.0; arrangement two 0.0, all in kJ/mol.

=====

Arrangement one

DFT (wB97M-V/def2-TZVPD) results for a single C4H4O3 molecule.

Cartesian coordinates (Å):
O1 -0.353 2.058 -1.089
C1 -0.507 1.060 -0.471
O2 -1.642 0.223 -0.630
C2 -2.045 -0.473 0.430
C3 0.377 0.286 0.459
C4 1.521 -0.481 -0.043
O3 1.671 0.686 0.758
H1 -2.387 -1.424 -0.031
H2 -0.244 -0.134 1.257
H3 1.849 -0.369 -1.074
H4 1.759 -1.433 0.433

Results
HOMO level: -9.239 eV
frontier orbital gap: 8.833 eV

=====

Arrangement two

DFT (wB97M-V/def2-TZVPD) results for 2 unconnected molecules or ions with the total composition C4H4O3.

Cartesian coordinates (Å):
C1 -1.159 1.186 -1.425
C2 0.089 0.025 0.452
C3 0.793 -1.041 -0.284
C4 -0.931 -0.251 1.273
O1 0.752 1.240 0.431
O2 -0.462 1.302 -2.309
O3 1.746 -0.802 -1.003
H1 1.525 1.130 -0.158
H2 0.377 -2.050 -0.166
H3 -1.389 0.511 1.891
H4 -1.342 -1.249 1.297

Results
HOMO level: -9.828 eV
frontier orbital gap: 9.661 eV

=====

Relative to the most stable structure, the computed energies are arrangement one 345.8; arrangement two 0.0, all in kJ/mol.